Here is a single C2HF6O4PS2 molecule at a distorted geometry from the OMol25 dataset. Energies are from ωB97M-V with the def2-TZVPD basis set.

```
16
Properties=species:S:1:pos:R:3
C 2.1773 -0.4128 0.9090
C -2.0425 0.0039 0.8035
O 2.1626 0.2567 -1.7328
O 0.2129 -0.7649 -0.7026
O -1.7223 -1.9833 -0.8267
O -1.7525 0.1150 -1.9710
F 3.1782 0.4220 1.2043
F 2.6866 -1.5819 0.5269
F 1.4290 -0.5723 1.9734
F -2.7319 -0.9771 1.2768
F -1.0095 0.2362 1.6426
F -2.7655 1.1348 0.7250
P 0.0288 2.1022 -0.4725
S 1.2804 0.3986 -0.6573
S -1.3810 -0.6322 -0.8362
H 0.2495 2.2552 -1.8624
```

Highest occupied orbital energy (alpha / beta) (eV): -6.3656 / -11.2846
Charge: 0
Multiplicity: 3
LUMO (alpha / beta) (eV): 0.1 / -2.7

Here is a single C4H3ClF2O molecule at a distorted geometry from the OMol25 dataset. Energies are from ωB97M-V with the def2-TZVPD basis set.

```
11
Properties=species:S:1:pos:R:3
C -0.1562 -0.1418 -0.1154
O 0.8707 -1.0873 -0.0972
C 2.0811 -0.5507 0.0095
C 2.8401 0.5445 0.0592
Cl 3.1652 2.1588 0.1234
C 3.5585 -0.7483 -0.0488
F 4.3126 -1.1143 -1.0975
F 4.2378 -1.2969 1.0193
H 0.3195 0.7467 -0.4947
H -0.4535 0.1175 0.8293
H -1.0615 -0.5470 -0.6610
```

Highest occupied orbital energy (eV): -9.8428
Charge: 0
Energy relative to the best compared isomer or geometry (same formula, charge and spin) (kcal per mole): 58.9
LUMO (eV): 0.6
SMILES: COC1=C(Cl)C1(F)F

Look up the charge of the first one.
0

Repeat the first record exactly.
Here is a single C2HF6O4PS2 molecule at a distorted geometry from the OMol25 dataset. Energies are from ωB97M-V with the def2-TZVPD basis set.

```
16
Properties=species:S:1:pos:R:3
C 2.1773 -0.4128 0.9090
C -2.0425 0.0039 0.8035
O 2.1626 0.2567 -1.7328
O 0.2129 -0.7649 -0.7026
O -1.7223 -1.9833 -0.8267
O -1.7525 0.1150 -1.9710
F 3.1782 0.4220 1.2043
F 2.6866 -1.5819 0.5269
F 1.4290 -0.5723 1.9734
F -2.7319 -0.9771 1.2768
F -1.0095 0.2362 1.6426
F -2.7655 1.1348 0.7250
P 0.0288 2.1022 -0.4725
S 1.2804 0.3986 -0.6573
S -1.3810 -0.6322 -0.8362
H 0.2495 2.2552 -1.8624
```

Highest occupied orbital energy (alpha / beta) (eV): -6.3656 / -11.2846
Charge: 0
Multiplicity: 3
LUMO (alpha / beta) (eV): 0.1 / -2.7